The ion C8H13N3 with charge +2 in a non-equilibrium geometry, computed with wB97M-V/def2-TZVPD.

Values from the calculation:
energy	-475.94569	Eh
strongest force on any atom	9.2	eV Å⁻¹
relative energy (zero: lowest compared OMol25 entry of this formula, charge and spin)	0.0	kcal per mole
frontier orbital gap (spin up / spin down)	7.122 / 7.627	eV

The geometry in ORCA input format:
```
! RIJCOSX wB97M-V def2-TZVPD def2/J DEFGRID3
* xyz 2 3
N -3.238 0.011 0.097
N -6.123 -0.150 0.191
N 0.927 0.065 -0.272
C 1.825 -0.691 -1.182
C -1.220 -1.100 0.314
C -2.836 1.137 -0.322
C -5.009 -0.097 0.294
C -1.318 1.372 -0.248
C -2.465 -0.937 0.690
C -0.587 -0.015 -0.515
C 1.167 -0.071 1.231
H -3.552 1.922 -0.609
H 1.262 1.061 -0.410
H -0.724 -0.152 -1.624
H 1.384 -1.615 -1.461
H 1.466 -1.052 1.461
H -3.103 -1.706 1.196
H 0.339 0.441 1.835
H 2.164 -0.069 -2.046
H -1.175 1.805 0.860
H 2.095 0.465 1.507
H -1.008 2.151 -0.943
H 2.807 -0.783 -0.784
H -0.420 -1.781 0.638
*
```


A cluster of 4 separate species, C24H55BrNO12PS in total in a non-equilibrium geometry, computed with wB97M-V/def2-TZVPD.

Values from the calculation:
energy	-5218.35588	Eh
strongest force on any atom	3.1	eV Å⁻¹
relative energy (zero: lowest compared OMol25 entry of this formula, charge and spin)	0.0	kcal per mole
frontier orbital gap	8.839	eV

The geometry in ORCA input format:
```
! RIJCOSX wB97M-V def2-TZVPD def2/J DEFGRID3
* xyz 0 1
Br -4.575 6.531 -0.205
S -2.984 4.591 -4.785
P -2.197 3.588 -2.953
O 0.588 -3.086 0.832
O -1.605 0.052 4.299
O -4.464 1.655 -3.371
O -2.167 5.962 -1.268
O -3.897 3.734 -5.528
O 5.080 -2.901 1.554
O 2.209 1.210 -0.767
O -0.850 -4.636 2.842
O -3.588 5.884 -4.466
O -2.778 2.643 3.551
O -0.071 3.543 -1.131
O 7.068 -4.799 2.592
N -3.442 -0.335 -3.386
C -1.340 2.921 -1.344
C 2.211 2.569 -1.179
C -3.432 1.074 -3.485
C -3.659 4.233 -1.948
C 5.714 -4.736 3.019
C -2.808 -0.221 5.002
C -3.846 -0.814 -2.060
C -0.708 -5.029 1.485
C -3.232 5.526 -1.249
C -2.212 -0.974 -3.870
C 5.875 -2.794 0.385
C -2.339 3.142 4.805
C 1.404 -0.865 -1.680
C -2.168 1.905 -3.770
C 4.800 -4.249 1.911
C 1.312 -2.493 1.902
C -1.700 -3.509 2.982
C 0.947 2.990 -1.956
C 2.442 0.302 -1.832
C 0.588 -4.506 0.893
C -1.841 0.478 2.961
C -1.510 5.012 -5.795
C 7.831 -3.681 3.016
C -1.747 1.987 2.827
H -2.463 -2.009 -4.167
H -3.204 -1.196 4.694
H 3.081 2.703 -1.862
H -0.919 4.129 -6.075
H -1.936 3.206 -0.456
H -2.578 -0.259 6.066
H 3.479 -0.073 -1.881
H 3.767 -4.275 2.271
H -4.263 -1.829 -2.183
H 1.263 3.779 -2.675
H 8.096 -3.790 4.073
H -2.034 2.028 -4.863
H 2.231 0.747 -2.828
H -4.551 4.397 -2.579
H 0.681 -4.876 -0.133
H -3.983 3.493 -1.195
H 4.866 -4.903 1.035
H -3.220 3.365 5.406
H 7.297 -2.740 2.869
H -1.770 4.066 4.659
H 5.418 -5.753 3.295
H 6.277 -1.782 0.344
H 0.498 -0.490 -1.178
H -2.811 0.116 2.605
H -1.487 -2.737 2.240
H -1.084 4.489 -3.050
H -1.277 1.813 -1.320
H 1.451 -4.870 1.459
H -1.544 -3.086 3.975
H -1.878 2.253 1.772
H -1.567 -4.696 0.893
H -1.848 5.578 -6.678
H -0.945 5.738 -5.183
H -0.692 -6.123 1.464
H -4.688 -0.193 -1.712
H -1.726 2.416 5.343
H 2.405 3.253 -0.336
H -1.064 0.023 2.338
H 0.629 2.131 -2.573
H 6.710 -3.498 0.389
H 2.387 -2.560 1.704
H -1.268 1.355 -3.441
H 5.617 -4.106 3.909
H -1.437 -1.069 -3.077
H 1.086 -2.960 2.862
H 1.902 -1.638 -1.078
H 1.033 -1.440 1.956
H 5.257 -2.964 -0.504
H 8.748 -3.656 2.427
H -0.762 2.345 3.142
H 1.081 -1.230 -2.669
H -1.817 -0.459 -4.756
H -3.564 0.549 4.839
H -3.042 -0.789 -1.301
H -2.746 -3.824 2.895
*
```


A structure of composition C11H13BrNiO in a non-equilibrium geometry, computed with wB97M-V/def2-TZVPD.

Values from the calculation:
energy	-4584.39579	Eh
strongest force on any atom	3.7	eV Å⁻¹
relative energy (zero: lowest compared OMol25 entry of this formula, charge and spin)	0.0	kcal per mole
frontier orbital gap (spin up / spin down)	5.316 / 5.296	eV

The geometry in ORCA input format:
```
! RIJCOSX wB97M-V def2-TZVPD def2/J DEFGRID3
* xyz -2 3
Br 1.884 -1.689 0.572
Ni 0.311 -0.130 0.956
O 0.067 0.597 2.619
C -1.550 -0.679 -0.264
C 1.915 -0.733 -2.348
C -2.297 1.017 1.119
C -1.937 -0.074 1.965
C 2.222 0.632 -2.065
C 0.150 0.564 -3.079
C 1.150 1.439 -2.556
C 1.034 0.029 3.465
C -1.606 -1.193 1.081
C -1.985 0.688 -0.224
C 0.605 -0.781 -2.909
H -1.446 -2.219 1.385
H -0.794 0.862 -3.530
H 0.997 0.564 4.416
H -2.786 1.920 1.466
H 3.122 0.981 -1.566
H 0.066 -1.688 -3.178
H 2.562 -1.584 -2.179
H -1.376 -1.282 -1.147
H -2.151 1.303 -1.107
H 1.100 2.524 -2.536
H -2.171 -0.190 3.019
H 2.033 0.172 3.019
H 0.880 -1.052 3.605
*
```


A structure of composition C31H38N2O4P2PtSSi2, computed with wB97M-V/def2-TZVPD.

Values from the calculation:
energy	-3393.91801	Eh
strongest force on any atom	0.5	eV Å⁻¹
frontier orbital gap (spin up / spin down)	5.216 / 6.252	eV

The geometry in ORCA input format:
```
! RIJCOSX wB97M-V def2-TZVPD def2/J DEFGRID3
* xyz -2 3
Pt 1.995 -0.005 -0.272
S 4.561 0.080 -0.621
P -0.303 -1.519 -0.179
P -0.116 1.054 1.138
Si 0.899 -1.868 -2.981
Si 1.129 3.372 -0.426
O 5.998 0.114 -0.791
O 4.099 0.732 0.655
O 3.804 0.776 -1.719
O 4.000 -1.315 -0.580
N 0.349 -1.074 -1.573
N 0.457 1.826 -0.144
C -2.732 -1.121 -1.509
C -0.533 -2.703 -3.908
C -3.989 2.230 0.451
C -4.116 -1.098 -1.624
C 1.623 3.458 -2.234
C -2.126 -1.595 -0.352
C 1.781 -4.834 0.935
C 0.215 -0.590 1.118
C -2.930 -2.035 0.699
C 1.333 -3.531 0.795
C -2.617 2.036 0.333
C -1.903 1.415 1.349
C 0.594 1.784 2.659
C 1.026 -5.893 0.443
C 0.682 3.507 4.352
C 0.127 -3.267 0.150
C -3.949 1.178 2.610
C 0.033 2.892 3.289
C 1.647 -0.568 -4.105
C -2.585 0.981 2.486
C -4.656 1.805 1.589
C 1.908 3.025 4.788
C 2.627 3.788 0.628
C -0.179 -5.639 -0.195
C 1.825 1.306 3.104
C -0.622 -4.330 -0.345
C -4.311 -2.010 0.590
C -4.908 -1.543 -0.576
C 2.181 -3.210 -2.679
C 2.478 1.926 4.158
C -0.150 4.743 -0.113
H 2.425 3.512 5.607
H -1.311 -1.987 -4.184
H 3.007 -2.811 -2.085
H 0.897 0.166 -4.409
H -2.460 -2.384 1.612
H -4.535 2.709 -0.354
H 2.581 -3.550 -3.641
H -4.923 -2.343 1.420
H 0.231 4.369 4.831
H 2.341 2.660 -2.437
H 2.091 4.415 -2.484
H 2.281 0.464 2.596
H -1.559 -4.139 -0.857
H 1.761 -4.076 -2.161
H -5.988 -1.515 -0.659
H 3.366 2.985 0.578
H 3.087 4.707 0.248
H 2.434 -0.042 -3.556
H 3.446 1.556 4.474
H 0.278 5.722 -0.349
H 1.382 -6.911 0.550
H -0.996 -3.482 -3.298
H -0.166 -3.173 -4.826
H -1.045 4.609 -0.726
H -0.774 -6.456 -0.587
H 2.361 3.950 1.677
H 2.732 -5.021 1.418
H -0.461 4.759 0.935
H 1.926 -2.701 1.162
H -4.467 0.832 3.497
H -2.098 -0.757 -2.309
H 0.754 3.316 -2.882
H -5.727 1.951 1.678
H -4.575 -0.723 -2.532
H -2.082 2.351 -0.555
H 2.091 -1.007 -5.003
H -2.032 0.478 3.272
H -0.918 3.285 2.947
*
```


A cluster of 2 separate species, C11H19FO12PS in total in a non-equilibrium geometry, computed with wB97M-V/def2-TZVPD.

Values from the calculation:
energy	-2172.48383	Eh
strongest force on any atom	10.0	eV Å⁻¹
frontier orbital gap	3.059	eV

The geometry in ORCA input format:
```
! RIJCOSX wB97M-V def2-TZVPD def2/J DEFGRID3
* xyz -1 1
S 3.907 4.758 -2.651
P -2.366 -2.149 3.606
F 2.605 3.790 -4.985
O 4.394 5.270 -1.272
O -2.993 -0.541 3.491
O 3.898 1.802 -0.338
O 4.454 5.769 -3.701
O 1.573 -0.326 -2.290
O 1.792 2.950 -0.573
O -1.268 -1.817 2.590
O -3.689 -2.738 2.812
O -1.739 -3.757 3.722
O -0.910 -0.347 -2.656
O 4.350 3.120 -3.028
O 2.199 4.846 -2.957
C 1.177 -0.503 0.692
C 2.869 2.433 -1.229
C -2.321 -4.563 4.727
C 3.014 2.454 -2.880
C 1.992 3.548 -3.626
C 0.169 -0.477 -1.880
C -4.926 -2.740 3.502
C 3.167 1.020 -3.681
C -3.409 -0.057 2.222
C -0.092 -0.914 -0.288
C 1.707 0.204 -3.656
H 1.773 -0.705 -4.391
H -0.261 -2.095 -0.333
H -4.500 0.030 2.226
H -5.260 -3.771 3.631
H -1.676 -5.430 4.893
H -2.984 0.939 2.070
H 1.159 0.652 0.987
H 3.510 1.244 -4.801
H -3.301 -4.918 4.406
H -2.409 -4.002 5.659
H 0.905 0.998 -3.964
H -4.845 -2.260 4.479
H 2.235 -0.798 0.234
H 3.995 0.309 -3.199
H 1.051 -1.136 1.693
H -3.109 -0.704 1.395
H -1.056 -0.338 0.089
H -5.665 -2.205 2.898
H 0.882 3.154 -3.645
*
```


A cluster of 18 separate species, C26H88O26 in total in a non-equilibrium geometry, computed with wB97M-V/def2-TZVPD.

Values from the calculation:
energy	-2999.29061	Eh
strongest force on any atom	3.7	eV Å⁻¹
frontier orbital gap	9.685	eV

The geometry in ORCA input format:
```
! RIJCOSX wB97M-V def2-TZVPD def2/J DEFGRID3
* xyz 0 1
O 2.009 0.478 -3.984
O -1.376 3.545 -2.157
O -2.454 -2.533 -0.343
O 1.120 3.039 -3.109
O -1.852 -0.202 2.950
O -3.293 -5.237 -0.172
O -4.605 1.884 0.213
O 4.045 1.834 0.900
O 0.974 0.841 0.988
O 3.769 5.253 3.106
O 4.313 -2.316 -0.726
O -5.753 -5.182 1.215
O 5.435 0.308 4.969
O 3.776 -0.851 -5.738
O -3.156 5.704 -3.294
O -5.476 -3.050 3.501
O -0.390 -4.740 -0.628
O -0.812 -2.958 -2.666
O -0.391 -2.656 1.512
O -6.642 1.804 4.870
O 3.865 -1.883 3.870
O -0.421 0.149 -5.677
O 4.140 -3.596 1.814
O 4.286 3.764 -1.286
O -3.848 1.312 4.001
O -2.174 5.250 -0.365
C 0.457 -0.806 -5.281
C -4.471 -2.199 2.812
C 4.790 -1.070 -1.102
C 4.498 -4.956 1.477
C 3.779 -0.613 3.298
C -6.064 0.512 4.625
C 4.333 0.322 -6.357
C -4.514 -5.207 -0.848
C 0.185 0.556 -0.160
C -3.157 1.819 0.128
C 4.159 0.500 4.368
C 5.431 2.125 1.212
C 3.411 3.489 -2.439
C 1.054 -0.560 -3.878
C -4.620 0.555 4.989
C 0.678 -2.912 0.600
C -2.698 4.513 -4.002
C -1.120 5.043 0.552
C 1.921 3.470 -1.993
C -2.125 -2.797 -2.708
C -2.463 3.348 -3.049
C -2.648 -1.887 -1.549
C 2.845 4.415 2.521
C -5.674 -5.849 -0.029
C -0.844 0.140 3.911
C 0.733 -4.392 0.191
H 3.345 -0.593 -4.920
H -0.616 -0.103 0.175
H -2.717 5.947 0.011
H 3.060 4.256 1.464
H -0.748 1.218 4.043
H -1.634 4.867 1.497
H -1.130 -4.850 -0.026
H 5.199 3.820 -1.579
H 0.145 -0.343 -3.319
H -2.763 1.312 1.009
H 3.748 2.576 -2.930
H 4.581 -0.338 -0.322
H -3.592 -2.011 3.428
H -4.344 -5.725 -1.791
H 4.300 1.237 -5.765
H -1.575 4.252 -1.540
H 3.396 0.589 5.141
H -4.205 -0.452 5.008
H 4.436 -0.490 2.438
H -5.369 -6.883 0.133
H 1.851 4.863 2.528
H 4.011 -5.658 2.154
H 4.283 -2.826 -1.539
H -6.306 0.222 3.602
H 4.019 5.891 2.434
H 0.607 -5.003 1.085
H -3.534 4.213 -4.634
H -2.116 -0.959 -1.339
H -1.828 4.786 -4.599
H 1.614 -2.573 1.044
H -2.614 -3.770 -2.671
H 1.826 2.834 -1.114
H 5.815 -0.966 -1.457
H -0.008 -1.792 -5.272
H -5.717 -3.732 2.870
H 3.597 4.295 -3.149
H -2.751 1.309 -0.745
H -3.384 3.325 -2.467
H 3.819 2.644 0.437
H 6.088 1.277 1.403
H -7.502 1.874 4.449
H -4.397 0.945 5.982
H 4.153 -0.799 -1.944
H -0.962 -0.315 4.894
H 1.267 -0.904 -6.003
H -1.526 -2.452 -0.111
H -4.790 2.432 0.979
H 1.659 -4.644 -0.325
H -6.545 -5.900 -0.682
H 4.175 -2.971 1.086
H -4.787 -1.169 2.645
H -2.341 -2.551 -3.747
H -2.316 2.423 -3.606
H 1.517 -1.414 -3.383
H -0.671 -3.589 -1.956
H 4.174 1.416 3.777
H 5.366 0.131 -6.648
H -4.916 -5.384 1.638
H 5.904 2.650 0.382
H -0.413 5.868 0.639
H -4.170 -2.556 1.827
H 0.482 -2.232 -0.229
H 4.171 -5.173 0.460
H -2.942 5.638 -2.361
H 3.849 0.692 -7.261
H -2.786 2.844 0.124
H 0.202 3.213 -2.889
H 5.325 -0.327 5.680
H 1.648 4.475 -1.671
H -3.234 0.732 3.545
H -3.060 -4.306 -0.186
H -0.091 -2.911 2.388
H 1.887 1.034 0.762
H 5.519 2.854 2.018
H -4.742 -4.153 -1.010
H -0.090 1.487 -0.656
H 1.682 1.371 -3.855
H -0.013 0.841 -6.203
H -1.480 -0.817 2.313
H -3.725 -1.753 -1.647
H 2.737 -0.426 3.037
H 0.850 0.003 -0.822
H 5.572 -5.128 1.542
H 0.149 -0.128 3.551
H 2.723 3.428 2.967
H -0.528 4.166 0.291
H -6.581 -0.185 5.284
H 3.838 -2.522 3.154
*
```


A cluster of 2 separate species, C6H13NO in total in a non-equilibrium geometry, computed with wB97M-V/def2-TZVPD.

Values from the calculation:
energy	-366.32443	Eh
strongest force on any atom	3.2	eV Å⁻¹
relative energy (zero: lowest compared OMol25 entry of this formula, charge and spin)	68.7	kcal per mole
frontier orbital gap	9.856	eV

The geometry in ORCA input format:
```
! RIJCOSX wB97M-V def2-TZVPD def2/J DEFGRID3
* xyz 0 1
O 0.176 3.009 2.297
N -2.401 0.103 1.376
C 1.270 -1.244 -1.308
C -1.780 -0.130 0.093
C -0.884 -1.069 -0.202
C -0.326 -1.370 -1.528
C -1.530 0.274 2.288
C 1.678 0.188 -1.474
H 1.458 0.530 -2.503
H 2.722 0.478 -1.462
H -0.407 -1.690 0.559
H -2.285 0.371 -0.706
H 1.557 -1.616 -0.327
H 1.852 -1.948 -1.880
H 1.018 0.863 -0.923
H -0.420 0.426 2.252
H -0.475 -0.672 -2.364
H -2.043 0.486 3.238
H 0.232 2.071 2.098
H 1.091 3.317 2.367
H -0.503 -2.377 -1.892
*
```